Molecular formula: C3H4O3
Method: DFT, ωB97M-V/def2-TZVPD

**LUMO**: 0.457 eV
**Energy relative to the best compared isomer or geometry (same formula, charge and spin)**: 35.0 kcal/mol
**Strongest force on any atom**: 1.35 eV Å⁻¹
**HOMO energy**: -10.3 eV

Last column: natural (NBO) charge in e.
Atoms and positions in Å:
1 O -2.3866 0.2406 0.6471  -0.529
2 C -1.3122 -0.0166 0.1923  0.751
3 O -1.0130 -1.1263 -0.5639  -0.490
4 C 0.4147 -0.9414 -0.4201  -0.095
5 C 0.1939 0.5003 0.0002  -0.014
6 O 1.0719 0.9611 0.9705  -0.683
7 H 0.8042 -1.5481 0.4035  0.192
8 H 0.9881 -1.1519 -1.3256  0.195
9 H 0.1771 1.1572 -0.8815  0.190
10 H 1.0619 1.9250 0.9776  0.484


Molecular formula: C3H4O3
Method: DFT, ωB97M-V/def2-TZVPD

**LUMO**: -0.189 eV
**Energy relative to the best compared isomer or geometry (same formula, charge and spin)**: 26.8 kcal/mol
**Strongest force on any atom**: 0.60 eV Å⁻¹
**HOMO energy**: -10.4 eV

Last column: natural (NBO) charge in e.
Atoms and positions in Å:
1 C -1.6053 0.1048 0.5151  -0.267
2 O -0.1866 -0.0183 0.6708  -0.471
3 C 0.5007 -0.0258 -0.4638  0.675
4 O 0.0388 0.0523 -1.5765  -0.563
5 C 2.0082 -0.1525 -0.2441  0.340
6 O 2.5592 0.1304 0.7850  -0.448
7 H -2.0341 -0.1569 1.4814  0.202
8 H -1.8568 1.1342 0.2496  0.195
9 H -1.9637 -0.5672 -0.2677  0.203
10 H 2.5396 -0.5009 -1.1499  0.135


Molecular formula: C3H4O3
Method: DFT, ωB97M-V/def2-TZVPD

**LUMO**: 0.507 eV
**Energy relative to the best compared isomer or geometry (same formula, charge and spin)**: 64.6 kcal/mol
**Strongest force on any atom**: 1.92 eV Å⁻¹
**HOMO energy**: -10.3 eV

Last column: natural (NBO) charge in e.
Atoms and positions in Å:
1 O -1.2105 2.1101 -0.7075  -0.487
2 C -0.9979 1.0374 -0.1943  0.405
3 C 0.1478 0.1938 -0.6634  -0.089
4 O 0.0669 -1.2373 -0.6004  -0.496
5 C 0.9622 -0.5517 0.2997  0.346
6 O 0.4316 -0.7830 1.5389  -0.695
7 H -1.6061 0.6648 0.6527  0.128
8 H 0.5935 0.5157 -1.5933  0.211
9 H 2.0427 -0.6660 0.1888  0.189
10 H -0.3187 -1.2741 1.1076  0.489


Molecular formula: C3H4O3
Method: DFT, ωB97M-V/def2-TZVPD

**LUMO**: 0.609 eV
**Energy relative to the best compared isomer or geometry (same formula, charge and spin)**: 34.9 kcal/mol
**Strongest force on any atom**: 2.22 eV Å⁻¹
**HOMO energy**: -10.5 eV

Last column: natural (NBO) charge in e.
Atoms and positions in Å:
1 C -0.7407 -0.1262 0.4783  -0.036
2 C -0.4842 1.2886 0.0307  -0.107
3 C 0.7583 -0.2525 0.0601  0.743
4 H -1.2963 -1.0672 -1.1068  0.478
5 H -0.8183 -0.3014 1.5326  0.208
6 H -0.5612 2.1249 0.7316  0.203
7 H -0.9618 1.4464 -0.9659  0.193
8 O -1.6804 -0.8727 -0.2169  -0.674
9 O 0.9242 1.0573 -0.2451  -0.478
10 O 1.5608 -1.1424 0.0112  -0.532


Molecular formula: C3H4O3
Method: DFT, ωB97M-V/def2-TZVPD

**LUMO**: 0.192 eV
**Energy relative to the best compared isomer or geometry (same formula, charge and spin)**: 95.5 kcal/mol
**Strongest force on any atom**: 1.04 eV Å⁻¹
**HOMO energy**: -9.6 eV

Last column: natural (NBO) charge in e.
Atoms and positions in Å:
1 O 2.0016 0.5760 -0.2309  -0.696
2 C 1.2284 -0.3378 0.4908  -0.200
3 C -0.2460 -0.1663 0.3587  0.327
4 O -0.5893 0.7140 -0.5163  -0.498
5 C -1.9389 0.0482 -0.2747  0.545
6 O -2.4342 -0.6498 -1.1041  -0.560
7 H 1.4819 0.8543 -1.0002  0.479
8 H 1.4169 -1.3834 0.1890  0.215
9 H 1.4942 -0.2624 1.5532  0.225
10 H -2.4145 0.6072 0.5346  0.164


Molecular formula: C3H4O3
Method: DFT, ωB97M-V/def2-TZVPD

**LUMO**: 0.415 eV
**Energy relative to the best compared isomer or geometry (same formula, charge and spin)**: 36.0 kcal/mol
**Strongest force on any atom**: 0.57 eV Å⁻¹
**HOMO energy**: -10.2 eV

Last column: natural (NBO) charge in e.
Atoms and positions in Å:
1 O -0.8202 -0.7672 1.8809  -0.508
2 C -1.1127 -0.3300 0.7953  0.428
3 C -0.1307 -0.2533 -0.3702  -0.125
4 O -0.5832 0.6317 -1.3480  -0.694
5 C 1.2651 0.0875 0.1246  0.420
6 O 1.9486 0.8968 -0.4554  -0.515
7 H -2.1283 0.0375 0.5464  0.132
8 H -0.0710 -1.2727 -0.7911  0.220
9 H 0.0265 1.3866 -1.3484  0.492
10 H 1.5952 -0.4263 1.0435  0.150


Molecular formula: C3H4O3
Method: DFT, ωB97M-V/def2-TZVPD

**LUMO**: 0.646 eV
**Energy relative to the best compared isomer or geometry (same formula, charge and spin)**: 60.4 kcal/mol
**Strongest force on any atom**: 6.90 eV Å⁻¹
**HOMO energy**: -10.1 eV

Last column: natural (NBO) charge in e.
Atoms and positions in Å:
1 C 0.0707 0.2417 0.6161  -0.621
2 C 0.2461 0.1481 -1.0179  0.415
3 O -0.4670 -0.8909 -1.5671  -0.712
4 O 0.1908 1.4158 -1.7192  -0.473
5 C 1.3905 0.8115 -1.6048  0.744
6 O 2.5272 1.0209 -1.8230  -0.508
7 H 0.7809 -0.6103 0.9522  0.229
8 H -0.9850 0.1297 0.7170  0.220
9 H 0.4193 1.0939 0.9796  0.207
10 H -1.2656 -0.7594 -1.9832  0.499


Molecular formula: C3H4O3Pd
Method: DFT, ωB97M-V/def2-TZVPD

**LUMO (spin up / spin down)**: 0.030 / -0.021 eV
**Energy relative to the best compared isomer or geometry (same formula, charge and spin)**: 114.9 kcal/mol
**Strongest force on any atom**: 13.80 eV Å⁻¹
**HOMO energy (spin up / spin down)**: -6.3 / -8.2 eV
**Multiplicity**: 3

Last column: natural (NBO) charge in e.
Atoms and positions in Å:
1 O -1.0619 1.1433 -0.3677  -0.689
2 C -1.7530 -0.0218 -0.1964  -0.214
3 C -0.8950 -1.1538 0.2743  0.382
4 O 0.3309 -1.0065 0.3471  -0.568
5 Pd 0.5074 0.8040 0.0102  0.735
6 H -2.2452 -0.3956 -1.1246  0.204
7 H -2.5798 0.0425 0.5492  0.208
8 H -1.3686 -2.0150 0.7791  0.156
9 C 2.1674 1.1387 -0.6280  0.002
10 O 2.9859 0.6170 0.2675  -0.710
11 H 3.9119 0.8472 0.0893  0.494


- Among the records above, which one has the highest energy relative to the best compared isomer or geometry (same formula, charge and spin)?
  C3H4O3Pd


- The highest strongest force on any atom belongs to which entry?
  C3H4O3Pd


What did the fifth record say?
Molecular formula: C3H4O3
Method: DFT, ωB97M-V/def2-TZVPD

**LUMO**: 0.192 eV
**Energy relative to the best compared isomer or geometry (same formula, charge and spin)**: 95.5 kcal/mol
**Strongest force on any atom**: 1.04 eV Å⁻¹
**HOMO energy**: -9.6 eV

Last column: natural (NBO) charge in e.
Atoms and positions in Å:
1 O 2.0016 0.5760 -0.2309  -0.696
2 C 1.2284 -0.3378 0.4908  -0.200
3 C -0.2460 -0.1663 0.3587  0.327
4 O -0.5893 0.7140 -0.5163  -0.498
5 C -1.9389 0.0482 -0.2747  0.545
6 O -2.4342 -0.6498 -1.1041  -0.560
7 H 1.4819 0.8543 -1.0002  0.479
8 H 1.4169 -1.3834 0.1890  0.215
9 H 1.4942 -0.2624 1.5532  0.225
10 H -2.4145 0.6072 0.5346  0.164


Copy entry 7 word for word.
Molecular formula: C3H4O3
Method: DFT, ωB97M-V/def2-TZVPD

**LUMO**: 0.646 eV
**Energy relative to the best compared isomer or geometry (same formula, charge and spin)**: 60.4 kcal/mol
**Strongest force on any atom**: 6.90 eV Å⁻¹
**HOMO energy**: -10.1 eV

Last column: natural (NBO) charge in e.
Atoms and positions in Å:
1 C 0.0707 0.2417 0.6161  -0.621
2 C 0.2461 0.1481 -1.0179  0.415
3 O -0.4670 -0.8909 -1.5671  -0.712
4 O 0.1908 1.4158 -1.7192  -0.473
5 C 1.3905 0.8115 -1.6048  0.744
6 O 2.5272 1.0209 -1.8230  -0.508
7 H 0.7809 -0.6103 0.9522  0.229
8 H -0.9850 0.1297 0.7170  0.220
9 H 0.4193 1.0939 0.9796  0.207
10 H -1.2656 -0.7594 -1.9832  0.499